C28H40F6N4O6S3SeSi3Y as an isolated structure, computed with ωB97M-V with the def2-TZVPD basis set.

## Properties
frontier orbital gap = 6.71 eV
total charge = -1
E = -6863.673093 Ha

Each line ends with the Mulliken charge.
Cartesian coordinates (Å):
Y1 -0.80 -0.55 -0.10  0.28
F1 -2.09 3.19 -2.70  -0.17
C1 -1.65 3.74 -1.52  0.57
F2 -0.35 3.84 -1.54  -0.17
F3 -2.15 5.00 -1.43  -0.24
S1 -2.17 2.72 0.15  1.00
O1 -1.03 1.77 0.33  -0.64
O2 -2.40 3.74 1.19  -0.66
N1 -3.61 2.04 -0.25  -0.58
S2 -3.95 0.51 -0.47  1.01
O3 -3.01 -0.43 0.20  -0.19
O4 -4.40 0.13 -1.78  -0.51
C2 -5.49 0.20 0.58  0.43
F4 -6.58 0.81 0.06  -0.18
F5 -5.17 0.64 1.88  -0.23
F6 -5.62 -1.13 0.69  -0.18
O5 -0.36 -3.56 -2.99  -0.66
C3 -1.16 -2.79 -2.48  -0.23
O6 -1.14 -2.39 -1.20  0.13
C4 -2.18 -2.04 -3.33  0.19
C5 -3.12 -2.71 -4.08  -0.28
C6 -4.13 -2.05 -4.80  -0.58
C7 -4.09 -0.68 -4.87  -0.63
C8 -3.03 0.02 -4.28  -0.45
C9 -2.11 -0.61 -3.46  0.33
S3 -0.77 0.35 -2.87  -0.25
H1 -3.06 -3.84 -4.09  0.28
H2 -4.94 -2.69 -5.27  0.27
H3 -4.85 -0.17 -5.48  0.35
H4 -2.90 1.08 -4.46  0.42
C10 -1.26 -4.01 4.15  -1.23
Si1 -1.07 -3.09 2.41  0.76
C11 -2.93 -3.00 1.81  -1.02
C12 -0.42 -4.31 1.16  -0.86
C13 -0.31 -1.40 2.30  1.64
Si2 -0.82 -0.34 3.86  0.01
C14 -0.48 1.51 3.61  -1.33
C15 -2.65 -0.48 4.24  -0.80
C16 -0.01 -0.86 5.55  -1.01
Si3 1.50 -1.46 2.44  -0.41
C17 2.42 -2.72 3.46  -1.00
C18 2.28 0.17 2.93  -1.30
C19 2.15 -1.65 0.59  0.99
C20 3.15 -2.54 0.15  -0.90
C21 3.75 -2.33 -1.02  -0.36
C22 3.25 -1.49 -2.04  -0.94
C23 2.20 -0.70 -1.65  0.48
N2 1.69 -0.72 -0.36  -0.01
H5 -2.11 -4.68 4.01  0.38
H6 -1.45 -3.31 5.02  0.15
H7 -0.44 -4.66 4.35  0.38
H8 -3.35 -3.97 2.00  0.50
H9 -3.03 -2.68 0.75  0.01
H10 -3.33 -2.28 2.53  0.19
H11 -0.30 -3.78 0.20  -0.09
H12 -1.05 -5.15 0.85  0.36
H13 0.57 -4.71 1.43  0.27
H14 0.11 1.77 2.76  0.21
H15 0.10 1.85 4.44  0.54
H16 -1.36 2.18 3.61  0.42
H17 -3.20 -0.16 3.31  -0.12
H18 -2.80 0.24 5.05  0.41
H19 -2.97 -1.43 4.68  0.33
H20 -0.40 -1.83 5.87  0.28
H21 -0.23 -0.17 6.39  0.38
H22 1.11 -0.80 5.53  0.25
H23 2.35 -3.84 3.20  0.26
H24 2.17 -2.56 4.52  0.29
H25 3.54 -2.54 3.27  0.31
H26 1.84 0.55 3.86  0.29
H27 2.01 0.94 2.22  0.31
H28 3.38 0.16 3.06  0.41
H29 3.50 -3.33 0.77  0.47
H30 4.69 -2.84 -1.21  0.36
H31 3.85 -1.32 -2.94  0.39
H32 1.85 0.10 -2.36  -0.05
C24 2.16 3.84 -3.95  -0.92
N3 3.54 4.14 -3.75  0.37
C25 4.45 4.32 -4.78  -0.41
C26 5.56 4.87 -4.31  -0.47
N4 5.37 5.08 -2.92  0.21
C27 6.28 5.57 -1.89  -0.86
C28 4.14 4.50 -2.58  -0.28
Se1 3.58 4.17 -0.89  -0.30
H33 2.07 2.72 -4.00  0.39
H34 1.77 4.15 -4.93  0.36
H35 1.56 4.16 -3.08  0.14
H36 4.15 4.00 -5.78  0.41
H37 6.51 5.08 -4.73  0.43
H38 7.34 5.56 -2.28  0.28
H39 6.33 4.82 -1.09  0.37
H40 6.02 6.56 -1.47  0.24